Entry 1:
This record from the OMol25 dataset describes 3 unconnected molecules or ions with the total composition C28H50BN2O4 in a non-equilibrium geometry. The level of theory is ωB97M-V/def2-TZVPD.

Each line ends with the Löwdin spin population.
Element x y z (Å)
C1 -4.740 2.424 -4.497  0.0016
H1 -3.640 2.163 -0.533  0.0007
H2 3.226 -3.635 2.827  0.0002
H3 -6.782 -1.650 -3.100  0.0002
C2 1.283 0.996 -1.008  0.0000
H4 2.460 0.968 5.102  0.0027
H5 -4.872 2.762 -1.614  0.0003
C3 0.071 0.102 4.323  -0.0008
H6 -5.441 2.869 -3.794  0.0000
H7 -5.731 0.785 -0.443  0.0012
C4 -3.894 1.284 -3.895  0.0265
C5 2.685 -3.508 5.456  0.0019
H8 4.496 -0.684 4.612  0.0027
H9 2.974 -1.175 7.211  0.0003
C6 3.074 -0.790 -1.531  0.0000
C7 2.133 -0.199 -0.502  0.0000
H10 -4.300 -0.137 -0.849  0.0026
O1 2.187 -0.893 3.021  0.5671
H11 -0.274 -2.329 5.518  0.0014
H12 -7.002 -1.190 -1.409  -0.0003
C8 1.102 2.078 -3.324  0.0000
H13 -7.803 0.631 -2.356  -0.0004
H14 0.974 -2.123 6.749  0.0000
C9 -3.221 1.773 -2.607  0.0144
C10 4.010 -1.369 5.314  0.0137
H15 -2.427 1.079 -2.314  0.0026
C11 -5.676 0.120 -2.496  0.0261
H16 1.108 1.100 -3.848  0.0000
C12 3.292 -0.541 6.378  0.0007
H17 -4.093 3.235 -4.829  -0.0004
B1 2.619 3.839 -2.904  0.0000
N1 1.858 -1.613 4.051  0.3416
O2 -3.961 -0.958 -3.526  0.5575
C13 -4.195 1.920 -1.441  0.0008
H18 2.988 1.701 -2.351  0.0000
H19 1.547 0.708 6.571  0.0011
N2 -4.741 0.074 -3.661  0.3494
C14 -4.984 0.629 -1.227  0.0139
C15 -2.822 1.022 -4.959  -0.0007
H20 1.696 -3.889 5.202  0.0016
H21 2.638 0.023 0.440  -0.0004
H22 3.826 3.562 -2.991  0.0000
H23 6.385 -1.007 -2.055  0.0000
C16 3.857 -2.947 3.392  -0.0007
C17 0.347 -1.595 6.034  0.0016
C18 3.080 -2.316 4.548  0.0257
H24 -5.523 -1.985 -1.903  -0.0007
H25 -2.730 2.731 -2.789  0.0011
H26 1.031 1.595 -0.122  0.0000
H27 4.812 -1.947 5.781  0.0012
H28 3.987 0.187 6.803  0.0007
H29 5.552 -2.168 -4.075  0.0000
H30 1.515 -1.510 -2.750  0.0000
C19 -6.273 -1.260 -2.217  -0.0008
C20 5.327 -1.152 -2.242  0.0000
H31 -2.068 0.309 -4.633  -0.0006
C21 3.492 -1.940 -3.556  0.0000
H32 0.314 0.660 -1.400  0.0000
O3 1.779 3.131 -3.938  0.0000
H33 3.113 -2.429 -4.449  0.0000
H34 -3.272 0.649 -5.882  0.0003
C22 2.593 -1.434 -2.647  0.0000
C23 4.835 -1.789 -3.350  0.0000
H35 -6.782 2.039 -2.453  0.0000
H36 -0.315 -0.962 6.626  -0.0004
H37 -0.610 -0.531 3.750  0.0002
O4 2.033 3.291 -1.654  0.0000
H38 1.422 -1.002 -0.250  0.0003
H39 0.043 2.310 -3.093  0.0000
C24 4.423 -0.645 -1.331  0.0000
C25 1.138 -0.739 5.024  0.0262
H40 2.583 5.053 -3.039  0.0000
H41 3.378 -4.340 5.333  -0.0004
C26 2.092 0.190 5.778  0.0137
H42 2.698 -3.259 6.517  0.0000
H43 -2.295 1.946 -5.199  -0.0003
H44 -5.301 2.074 -5.365  0.0014
H45 4.260 -2.207 2.703  -0.0006
H46 4.765 -0.139 -0.434  0.0000
C27 1.964 1.925 -2.012  0.0000
H47 0.499 0.842 3.650  -0.0006
C28 -6.896 1.019 -2.819  0.0022
H48 4.706 -3.511 3.782  -0.0003
H49 -0.519 0.644 5.062  -0.0003
H50 -7.088 1.056 -3.892  0.0016

LUMO energy (spin up / spin down) ... 2.144 / 1.817 eV
2S+1 ... 3
Charge ... -1

***

Entry 2:
This record from the OMol25 dataset describes a molecular structure, C28H50BaO11P in a non-equilibrium geometry. The level of theory is ωB97M-V/def2-TZVPD.

Each line ends with the Löwdin charge.
Element x y z (Å)
H1 2.922 -3.013 1.011  0.0876
H2 -4.320 2.747 -2.268  0.1350
H3 1.899 -1.288 -6.987  0.1093
H4 -4.450 -2.862 1.762  0.1388
C1 -1.266 1.511 3.682  -0.1549
H5 3.622 0.240 -6.098  0.1106
O1 -1.714 3.117 -0.252  -0.2376
C2 -1.961 -2.774 1.561  -0.1675
C3 1.401 0.443 -3.555  -0.0033
H6 -4.817 -1.917 0.328  0.1224
H7 -0.145 -1.721 -5.674  0.1103
C4 1.757 -0.804 -6.031  -0.0628
H8 2.584 -4.010 -1.791  0.0949
Ba1 -1.037 0.369 0.289  2.1460
H9 -0.112 3.873 0.722  0.1375
H10 -0.681 2.086 4.409  0.1396
H11 -5.650 1.376 -1.333  0.1357
C5 -1.619 3.427 2.197  -0.1645
C6 4.510 1.138 0.913  -0.0257
C7 3.777 -2.816 0.366  -0.0216
C8 -3.000 3.466 -0.732  -0.1722
H12 3.865 1.621 0.181  0.0819
H13 5.008 0.295 0.437  0.0779
C9 3.365 -2.186 -0.949  -0.5963
H14 -6.094 0.766 1.034  0.1353
C10 -1.199 3.912 0.809  -0.1570
H15 -3.716 3.526 0.092  0.1176
H16 4.021 -0.323 4.007  0.0904
H17 -5.517 -0.734 2.405  0.1350
H18 -2.622 2.324 -2.504  0.1355
C11 3.738 0.718 2.149  -0.6050
H19 1.363 -2.982 -1.035  0.0721
H20 1.283 0.896 -2.579  0.1046
O2 -0.919 -0.107 -2.181  -0.1809
H21 -3.876 -0.822 3.032  0.1182
H22 3.698 2.673 3.090  0.0935
O3 1.390 1.040 0.061  -0.4813
P1 1.899 -0.343 0.446  0.1901
H23 -2.323 1.530 3.975  0.1384
C12 0.426 -0.420 -4.057  -0.1617
H24 2.293 2.321 2.073  0.0723
C13 -0.770 -0.712 -3.235  -0.3608
C14 2.722 0.055 -5.528  -0.0631
H25 -2.711 3.426 2.312  0.1334
C15 -5.096 1.092 0.720  -0.1662
H26 -2.239 -1.497 -4.592  0.0989
H27 -0.850 -0.338 4.676  0.1431
C16 -4.904 0.813 -0.760  -0.1616
O4 -1.120 2.116 2.402  -0.2903
H28 -1.516 4.953 0.683  0.1389
C17 -1.777 -1.745 -3.636  0.0145
H29 -1.296 -2.715 -3.767  0.1006
H30 -2.118 -2.400 3.751  0.1327
C18 4.623 0.023 3.167  -0.0202
C19 0.608 -1.045 -5.293  -0.0215
C20 2.546 0.674 -4.297  -0.0592
H31 4.274 -3.766 0.157  0.0988
H32 -1.098 -2.945 0.919  0.1093
H33 -2.416 -3.744 1.789  0.1331
H34 -0.475 -2.440 3.075  0.1350
H35 -5.049 2.167 0.909  0.1181
H36 -2.539 -1.809 -2.864  0.0862
H37 4.251 -1.390 -2.742  0.0785
H38 5.136 -0.835 2.735  0.0800
H39 5.280 1.851 1.216  0.0989
C21 -3.410 2.419 -1.753  -0.1623
H40 5.355 -1.434 -1.357  0.0846
O5 -4.095 0.497 1.530  -0.1631
H41 5.379 0.709 3.547  0.0942
O6 2.717 -0.277 1.807  -0.1690
C22 2.267 -2.976 -1.643  -0.0149
O7 2.836 -0.838 -0.721  -0.1612
H42 2.462 1.557 3.668  0.0836
O8 -3.594 1.119 -1.209  -0.2065
C23 -4.459 -0.748 2.118  -0.1638
C24 -4.190 -1.943 1.222  -0.1603
C25 4.555 -1.967 -1.868  -0.0128
H43 -2.961 4.451 -1.214  0.1424
H44 -5.059 -0.242 -0.990  0.1221
H45 2.047 -2.545 -2.623  0.0822
O9 -2.850 -2.001 0.763  -0.2066
C26 -0.765 0.067 3.661  -0.1592
H46 4.483 -2.184 0.901  0.0736
C27 -1.504 -2.121 2.886  -0.1575
C28 3.003 1.892 2.780  -0.0233
O10 -1.574 -0.703 2.774  -0.3133
O11 0.767 -1.331 0.714  -0.4790
H47 0.287 0.015 3.354  0.1246
H48 3.308 1.332 -3.902  0.1139
H49 4.944 -2.927 -2.206  0.0954
H50 -1.199 4.094 2.959  0.1408

LUMO energy ... -2.193 eV
Charge ... +1
Relative energy (zero: lowest compared OMol25 entry of this formula, charge and spin) ... 0.722 eV

***

Entry 3:
This record from the OMol25 dataset describes 11 unconnected molecules or ions with the total composition C28H50Cl2F18N3O14 in a non-equilibrium geometry. The level of theory is ωB97M-V/def2-TZVPD.

Each line ends with the Löwdin charge.
Element x y z (Å)
H1 -16.383 18.548 -16.823  0.1487
H2 -21.227 22.130 -12.800  0.1186
O1 -16.962 25.287 -12.355  0.1287
C1 -15.157 22.681 -9.520  -0.0319
H3 -20.756 23.757 -6.495  0.0907
F1 -18.841 17.870 -6.606  0.1788
F2 -18.026 17.890 -4.612  0.2121
H4 -15.870 22.671 -11.601  0.1199
C2 -15.895 25.480 -11.811  -0.3567
H5 -23.045 24.423 -6.733  0.1267
H6 -20.957 17.643 -14.981  0.0999
C3 -22.542 17.737 -4.827  -0.2441
H7 -15.589 17.119 -16.598  0.1537
H8 -21.663 18.589 -16.069  0.1344
C4 -21.414 26.422 -8.894  -0.2837
C5 -15.956 23.338 -10.743  -0.1866
H9 -21.049 17.302 -11.032  0.0573
H10 -24.069 13.520 -11.826  0.0698
H11 -25.154 15.806 -11.923  0.1325
N1 -21.848 17.846 -15.411  0.3209
C6 -25.709 14.874 -11.818  -0.2724
H12 -22.499 17.458 -3.775  0.1236
H13 -18.547 17.595 -10.886  0.0541
H14 -20.597 18.697 -10.031  0.0617
C7 -13.324 17.193 -11.745  -0.0384
H15 -20.826 23.708 -12.493  0.1444
C8 -21.892 9.202 -14.061  -0.5333
C9 -20.653 18.317 -11.051  -0.4146
H16 -19.588 14.450 -8.182  0.0665
F3 -19.707 28.125 -8.965  0.1477
H17 -14.112 22.748 -9.819  0.0705
C10 -18.869 18.451 -5.408  -0.5884
H18 -22.987 24.263 -8.472  0.1229
H19 -22.282 16.993 -15.734  0.1452
O2 -18.883 17.445 -12.927  -0.5072
C11 -23.539 16.851 -5.611  -0.0517
H20 -14.132 15.279 -12.587  0.1285
F4 -21.699 28.491 -9.963  0.1698
H21 -18.463 13.251 -7.378  0.0602
H22 -20.152 12.314 -16.078  0.1173
O3 -21.866 25.908 -7.676  0.0122
H23 -20.714 23.434 -8.285  0.0713
C12 -13.271 15.660 -12.037  -0.2227
H24 -15.414 21.627 -9.413  0.0711
F5 -14.809 26.973 -13.208  0.1697
O4 -12.069 15.418 -12.619  0.0194
H25 -25.600 12.797 -11.224  0.0870
H26 -24.501 16.822 -5.098  0.0756
O5 -24.641 14.662 -14.362  0.1102
F6 -18.527 19.762 -5.483  0.1503
C13 -19.139 13.457 -8.207  -0.6174
O6 -21.537 19.179 -11.830  -0.4885
N2 -15.990 17.922 -16.135  0.3499
F7 -27.008 15.126 -16.098  0.1377
H27 -17.796 13.997 -9.745  0.0604
F8 -28.013 13.616 -14.760  0.1640
F9 -15.784 27.875 -11.527  0.1800
C14 -25.841 14.463 -14.149  -0.2895
C15 -21.332 23.537 -7.394  -0.0779
C16 -19.876 12.381 -15.025  -0.2023
C17 -15.096 26.797 -11.923  -0.5669
H28 -18.080 11.130 -15.168  0.0728
H29 -26.430 15.173 -11.057  0.1233
C18 -24.952 13.674 -11.206  -0.0333
H30 -18.022 12.120 -13.768  0.0742
O7 -21.235 17.575 -5.304  -0.0176
H31 -18.753 19.081 -11.728  0.0369
N3 -20.992 23.020 -13.214  0.3423
O8 -20.377 18.917 -3.586  0.1413
H32 -19.236 13.166 -10.378  0.0654
H33 -21.829 22.568 -7.348  0.0873
H34 -24.614 13.987 -10.218  0.0813
Cl1 -17.484 11.693 -9.631  0.5282
C19 -11.819 15.774 -13.893  -0.3312
H35 -23.222 15.808 -5.643  0.0754
H36 -13.208 15.076 -11.119  0.1335
F10 -21.516 28.510 -7.834  0.1734
C20 -19.161 18.073 -11.649  -0.4473
H37 -20.081 13.394 -14.679  0.1165
H38 -22.237 18.171 -14.537  0.1196
O9 -26.425 14.533 -12.911  0.0170
F11 -21.182 8.292 -13.423  0.1762
C21 -21.063 27.914 -8.931  -0.5196
H39 -23.670 17.235 -6.622  0.0752
F12 -10.049 16.363 -15.234  0.1902
C22 -26.844 14.041 -15.280  -0.5084
O10 -20.267 9.680 -15.848  0.1051
H40 -20.212 22.890 -13.842  0.1455
H41 -12.369 17.565 -11.374  0.0839
O11 -12.679 16.088 -14.704  0.1114
C23 -18.381 12.110 -14.797  -0.0632
H42 -15.266 18.361 -15.583  0.1514
H43 -17.756 12.880 -15.248  0.0694
H44 -22.834 18.781 -4.943  0.1258
H45 -17.035 23.411 -10.606  0.1127
F13 -10.418 14.259 -15.097  0.1606
C24 -10.405 15.421 -14.393  -0.5414
F14 -22.685 9.790 -13.150  0.1548
H46 -14.036 17.459 -10.963  0.0786
F15 -22.744 8.496 -14.845  0.1485
Cl2 -20.499 12.308 -7.962  0.5055
C25 -20.859 10.116 -14.819  -0.2199
F16 -26.311 13.043 -15.969  0.1812
H47 -16.728 17.636 -15.508  0.1320
H48 -15.238 23.175 -8.552  0.0745
F17 -13.945 26.717 -11.292  0.1934
C26 -22.400 24.559 -7.602  -0.2175
O12 -15.429 24.639 -10.894  0.0188
O13 -20.780 11.465 -14.370  -0.0188
F18 -9.549 15.311 -13.363  0.1724
H49 -21.796 23.427 -13.671  0.1482
C27 -18.482 13.164 -9.590  -0.6720
H50 -13.548 17.737 -12.662  0.0575
C28 -20.211 18.333 -4.658  -0.2597
O14 -21.229 25.681 -9.862  0.0992

LUMO energy ... -3.685 eV
Charge ... +1
Relative energy (zero: lowest compared OMol25 entry of this formula, charge and spin) ... 7.511 eV

***

charge of number 2 (C28H50BaO11P)? +1

***

What is the charge in the second record? +1